DFT (wB97M-V/def2-TZVPD) results for one molecule with the formula C19H25N3O4S.

Geometry as ORCA input:
```
! RIJCOSX wB97M-V def2-TZVPD def2/J DEFGRID3
* xyz 0 1
C -4.445 0.263 2.196
C -4.855 -0.231 0.813
C -4.176 -1.544 0.416
C -2.648 -1.443 0.345
C -2.016 -2.731 -0.186
N -2.259 -0.306 -0.461
N -2.558 -0.244 -1.812
C -1.764 0.686 -2.471
O -1.897 0.989 -3.638
C -0.819 1.105 -1.457
C -1.146 0.463 -0.295
N -0.507 0.582 0.934
C -0.034 1.781 1.408
O 0.779 1.826 2.298
C -0.721 2.988 0.817
S 0.029 3.596 -0.737
C 0.352 2.002 -1.612
C 1.624 1.354 -1.111
C 2.660 2.087 -0.561
C 3.787 1.451 -0.073
C 3.922 0.070 -0.110
O 4.997 -0.600 0.415
C 6.027 0.147 1.013
C 2.895 -0.682 -0.710
O 2.839 -2.044 -0.831
C 4.024 -2.810 -0.812
C 1.776 -0.023 -1.201
H -3.402 0.568 2.216
H -4.594 -0.515 2.941
H -5.049 1.123 2.478
H -5.935 -0.390 0.799
H -4.627 0.540 0.074
H -4.428 -2.316 1.146
H -4.565 -1.872 -0.551
H -2.261 -1.236 1.348
H -2.272 -3.566 0.459
H -2.374 -2.945 -1.191
H -0.932 -2.638 -0.222
H -3.440 -0.592 -2.151
H -0.080 -0.245 1.337
H -1.771 2.770 0.618
H -0.632 3.824 1.509
H 0.449 2.297 -2.661
H 2.589 3.161 -0.490
H 4.564 2.056 0.365
H 6.756 -0.587 1.355
H 6.505 0.822 0.295
H 5.662 0.722 1.869
H 3.730 -3.800 -1.161
H 4.444 -2.885 0.193
H 4.778 -2.397 -1.487
H 1.016 -0.634 -1.665
*
```

## Properties
Max |F| = 0.0170 Eh/bohr
HOMO = -8.0 eV
Structure (SMILES) = CCC[C@@H](C)n1[nH]c(=O)c2c1NC(=O)CS[C@H]2c1ccc(OC)c(OC)c1
Kohn-Sham gap = 0.317 hartree
E_tot = -1602.40251 Eh
Energy above the lowest of the compared OMol25 structures with the same formula, charge and spin = 3.343 eV

Atom charges from the Mulliken analysis, given in e for atoms 1 to 6: atom 1 (C): -1.11, atom 2 (C): -0.32, atom 3 (C): -1.08, atom 4 (C): -0.12, atom 5 (C): -1.62, atom 6 (N): 1.42

=====

DFT (wB97M-V/def2-TZVPD) results for one molecule with the formula CH4N2S.

Geometry as ORCA input:
```
! RIJCOSX wB97M-V def2-TZVPD def2/J DEFGRID3
* xyz 0 1
S 1.798 0.264 -0.069
N 0.161 0.242 0.533
C -0.806 0.279 -0.605
N -0.482 -0.939 -0.009
H 2.548 0.251 0.990
H -0.343 0.390 -1.558
H -1.628 0.797 -0.194
H -1.248 -1.285 0.912
*
```

## Properties
Max |F| = 0.1235 Eh/bohr
HOMO = -9.1 eV
Structure (SMILES) = SN1CN1
Kohn-Sham gap = 0.369 hartree
E_tot = -548.06279 Eh
Energy above the lowest of the compared OMol25 structures with the same formula, charge and spin = 4.056 eV

Atom charges from the Mulliken analysis, given in e for atoms 1 to 6: atom 1 (S): -0.16, atom 2 (N): -0.22, atom 3 (C): -0.11, atom 4 (N): -0.44, atom 5 (H): 0.13, atom 6 (H): 0.27

=====

DFT (wB97M-V/def2-TZVPD) results for C11H9IN2O2PtTe4 as an isolated structure.

Geometry as ORCA input:
```
! RIJCOSX wB97M-V def2-TZVPD def2/J DEFGRID3
* xyz 0 5
Pt -1.085 1.082 0.020
Te 2.506 -2.613 1.762
Te 3.699 -2.895 4.033
Te 4.238 -3.559 -0.155
Te 2.025 -2.592 -1.536
N -1.340 1.174 -2.165
N -0.558 0.335 -2.977
C 0.341 -0.552 -2.445
O 0.973 -1.276 -3.267
O 0.502 -0.638 -1.198
H -2.326 1.010 -2.342
H -1.127 2.148 -2.360
H -0.655 0.374 -3.978
I -3.550 1.753 0.998
C -2.605 1.984 2.871
C -3.359 2.465 3.898
C -2.776 2.602 5.176
C -1.477 2.236 5.371
C -0.689 1.733 4.306
C 0.658 1.355 4.516
C 1.408 0.893 3.475
C 0.849 0.796 2.183
C -0.458 1.141 1.906
C -1.249 1.609 3.002
H -4.395 2.736 3.745
H -3.368 2.993 5.992
H -1.021 2.330 6.349
H 1.077 1.450 5.511
H 2.442 0.607 3.633
H 1.483 0.466 1.369
*
```

## Properties
Max |F| = 0.0070 Eh/bohr
HOMO (spin up / spin down) = -6.4 / -7.2 eV
Kohn-Sham gap (spin up / spin down) = 0.191 / 0.165 hartree
E_tot = -2173.55564 Eh

Atom charges from the Mulliken analysis, given in e for atoms 1 to 6: atom 1 (Pt): 0.16, atom 2 (Te): 0.25, atom 3 (Te): -0.13, atom 4 (Te): -0.13, atom 5 (Te): 0.47, atom 6 (N): -0.61